ORCA calculation (wB97M-V/def2-TZVPD) on a structure of composition C32H20Cl3CoIN4O6S3 in a non-equilibrium geometry.

```
70
Properties=species:S:1:pos:R:3
I -2.23990 1.13494 -1.08329
Co -0.08882 -0.14305 -0.02735
Cl 1.94553 3.16635 6.49799
Cl -1.80998 3.43122 2.65082
Cl 2.22030 -0.13636 2.25512
S -3.44317 -3.30944 -0.58895
S 1.80944 0.34562 -4.63586
S -2.51801 -3.15475 2.54164
O -0.23936 1.38885 1.35110
O 1.63906 0.32857 -0.96404
O 1.33482 -0.81382 -5.34562
O -3.54253 -3.13637 -2.01183
O -3.18395 -4.63575 -0.07867
O 1.80268 1.59230 -5.35313
N -2.36038 -2.22970 -0.05932
N -0.86887 -1.44173 1.54959
N 1.07178 0.48640 -3.18665
N -8.63805 -1.42636 1.59772
C -0.35438 2.73231 3.27081
C 1.31273 2.61746 4.97234
C 3.45612 0.03203 -3.98902
C -1.35174 -1.35127 -2.56394
C -1.29910 -2.24009 -3.66784
C -5.75361 -3.60799 0.88635
C 4.42949 -0.13701 -1.79644
C 0.26787 1.72614 2.48105
C -1.33801 -2.42809 3.58295
C -2.16511 -0.22225 -2.70588
C 3.32880 0.04862 -2.61349
C -7.40794 -1.86725 1.11758
C 1.44615 1.17904 3.07737
C -1.89416 -2.20700 1.18605
C 4.67294 -0.17474 -4.60055
C -2.01369 -1.94410 -4.84280
C -2.89760 0.04380 -3.83129
C 5.66320 -0.34595 -2.40028
C -6.62507 -1.03163 0.31560
C 1.91472 0.30006 -2.19800
C 1.96873 1.61784 4.27787
C -0.56711 -1.57677 2.88345
C -0.59844 -1.63072 -1.38111
C 0.14332 3.16896 4.48074
C -5.41901 -1.47782 -0.18698
C -4.98553 -2.76284 0.10544
C -6.96485 -3.16377 1.38606
C -2.81066 -0.83432 -4.92071
C 0.13699 -3.72448 -2.37993
C 0.06978 -2.85500 -1.29088
C 5.78440 -0.36586 -3.78611
C -0.53384 -3.42300 -3.54386
H -6.97286 -0.02868 0.09544
H 0.24150 -1.00157 3.30492
H -3.52612 0.92205 -3.88053
H 4.76146 -0.18558 -5.67946
H -8.73326 -0.42757 1.67382
H 2.87499 1.17844 4.67052
H -5.38409 -4.60221 1.10139
H -1.91738 -2.60818 -5.69350
H -1.28135 -2.68631 4.62681
H -3.36969 -0.61576 -5.82106
H 4.32338 -0.11612 -0.71947
H -7.58053 -3.81537 1.99599
H -8.99437 -1.91956 2.39837
H 6.54252 -0.49534 -1.78625
H 0.69611 -4.64773 -2.29028
H 6.75617 -0.52490 -4.23607
H -4.79367 -0.84076 -0.80093
H 0.56684 -3.13461 -0.36733
H -0.38528 3.92833 5.03954
H -0.50874 -4.10619 -4.38468
```

Calculated values
Kohn-Sham gap (spin up / spin down)	0.27373 / 0.20256	hartree
DFT total energy	-167556.671	eV
total charge	-1
2S+1	5
energy relative to the best compared isomer or geometry (same formula, charge and spin)	12.9	kJ/mol
highest occupied orbital energy (spin up / spin down)	-5.20 / -5.27	eV